Computed, not measured: C18H43AlBr2IN3O5P as an isolated structure in a non-equilibrium geometry, with ωB97M-V with the def2-TZVPD basis set.

Each line ends with the Löwdin charge.
Cartesian coordinates (Å):
I  -4.85  1.23  0.66  0.24
Br  -5.64  -2.30  -0.48  0.62
Br  -2.39  -3.55  -3.63  0.62
P  -3.00  0.97  -0.94  0.32
Al  -2.35  -1.30  -1.13  -0.01
O  -3.53  1.46  -2.53  -0.51
O  2.58  0.78  -1.85  -0.20
O  0.99  3.77  2.57  -0.20
O  -1.89  -0.17  1.94  -0.09
O  2.89  -4.29  -0.80  -0.09
N  -2.43  -2.02  0.63  -0.10
N  1.12  3.37  5.42  0.03
N  5.02  1.21  -3.30  0.03
C  1.53  -2.28  -0.63  -0.19
C  -0.38  -2.00  2.34  -0.03
C  4.53  3.30  -2.14  -0.08
C  0.00  4.10  4.83  -0.43
C  -1.61  -1.35  1.59  -0.49
C  -1.23  3.20  4.80  -0.07
C  -0.43  -1.18  -1.91  -0.25
C  -3.46  -2.20  -2.58  -0.66
C  -2.35  -3.49  0.69  -0.16
C  2.59  1.31  -0.54  -0.10
C  -4.78  -4.51  -2.12  -0.25
C  -4.82  -2.91  -2.16  -0.80
C  0.43  -2.52  -1.75  -0.28
C  1.91  -3.65  0.05  -0.27
C  2.63  1.74  -2.88  -0.20
C  0.36  4.69  3.45  -0.22
C  0.09  2.88  1.91  -0.09
C  4.04  2.29  -3.18  -0.43
H  3.62  1.44  -0.19  0.08
H  -0.67  -2.11  3.42  0.09
H  2.85  -5.24  -0.65  0.08
H  2.10  0.60  0.13  0.08
H  -0.17  -3.46  -1.62  0.05
H  -0.09  -3.01  1.97  0.05
H  2.28  1.22  -3.78  0.12
H  0.09  -0.26  -1.54  0.03
H  -0.60  -1.04  -3.03  0.05
H  -3.36  -3.94  0.45  0.05
H  0.46  -1.25  2.32  0.08
H  4.74  0.60  -4.07  0.07
H  -2.87  2.12  -2.77  -0.01
H  0.97  -4.27  0.14  0.10
H  1.00  -2.65  -2.72  0.10
H  2.33  -3.43  1.08  0.11
H  -4.91  -4.95  -3.15  0.06
H  -3.73  -1.42  -3.35  0.05
H  2.47  -1.89  -1.14  0.11
H  -2.09  -3.90  1.72  0.09
H  -0.86  3.36  1.68  0.10
H  5.38  3.86  -2.54  0.07
H  -5.70  -4.81  -1.54  0.05
H  4.93  0.62  -2.48  0.07
H  -0.24  4.95  5.49  0.13
H  -5.57  -2.67  -2.98  0.08
H  3.75  4.02  -1.89  0.08
H  1.90  4.00  5.53  0.06
H  1.21  -1.48  0.08  0.08
H  -2.04  3.64  4.21  0.08
H  1.91  2.55  -2.69  0.12
H  1.10  5.49  3.61  0.12
H  2.05  2.26  -0.48  0.08
H  1.45  2.70  4.72  0.07
H  -0.50  5.15  2.97  0.12
H  -1.02  2.21  4.41  0.07
H  4.88  2.82  -1.22  0.06
H  -0.07  1.99  2.52  0.07
H  -1.61  3.06  5.82  0.07
H  -3.89  -4.91  -1.57  0.05
H  0.55  2.56  0.98  0.06
H  -1.61  -3.97  -0.02  0.07
H  3.98  2.82  -4.14  0.13

E_LUMO in eV: 2.52
DFT total energy in Eh: -7281.6811
Largest force on an atom in Eh/bohr: 0.0562
Charge: -1
HOMO in eV: -4.276